# 1
# C18H28FeIN4O

A structure of composition C18H28FeIN4O at a distorted geometry (ωB97M-V with the def2-TZVPD basis set, the OMol25 dataset).

CARTESIAN COORDINATES (ANGSTROEM)
C: 2.434779 -2.681122 -1.109606
I: 2.284132 -4.667252 -1.241424
H: 3.419395 -2.351344 -1.439747
H: 1.565277 -2.264894 -1.694609
H: 2.260043 -3.258143 -0.169998
C: -2.840811 -2.789363 1.926420
C: -1.741656 -3.179298 2.639192
N: -0.772709 -2.217576 2.443906
C: -1.235061 -1.248251 1.604524
N: -2.513971 -1.597566 1.314202
H: -3.786909 -3.278696 1.807687
H: -1.569726 -4.062225 3.229415
C: 0.214810 0.582293 -4.419749
C: 0.808173 0.412823 -2.225595
N: -0.192088 0.259852 -3.140061
H: 2.228188 1.258402 -5.077540
N: 1.866091 0.847238 -2.982895
H: -0.406241 0.525936 -5.281311
Fe: 0.864574 -0.018515 -0.349859
C: 2.396415 -0.965451 0.179943
O: 3.300893 -0.947338 0.954116
C: 1.536534 0.952137 -4.326425
C: 3.208185 1.072412 -2.499616
H: 3.695985 1.818840 -3.135126
H: 3.808560 0.148150 -2.516691
H: 3.188679 1.429143 -1.458313
C: -1.513669 -0.239825 -2.853350
H: -2.084164 -0.262973 -3.786713
H: -2.038440 0.394908 -2.128403
H: -1.474330 -1.255353 -2.433631
C: -3.374413 -0.845210 0.430243
H: -4.382244 -1.281039 0.475277
H: -3.006101 -0.876762 -0.605550
H: -3.432299 0.208782 0.746413
C: 0.569991 -2.267851 2.990786
H: 1.209285 -2.928223 2.388365
H: 0.521456 -2.669091 4.013885
H: 1.005676 -1.273287 3.017525
C: -1.700947 2.518594 2.233769
C: -0.341905 2.461042 1.525651
C: -0.297578 3.510956 0.418822
C: 0.766977 2.753261 2.539611
C: -0.125892 1.083035 0.933358
C: -0.478882 -0.162964 1.044066
H: -1.875356 3.500381 2.691134
H: -1.757117 1.760586 3.022886
H: -2.511932 2.317813 1.522938
H: -0.457798 4.518033 0.818581
H: 0.669503 3.489601 -0.097341
H: -1.071749 3.308595 -0.332879
H: 0.756099 2.013917 3.349522
H: 1.750700 2.697899 2.057776
H: 0.653589 3.744983 2.986421

Atoms 1-2, force components in eV/Å:
C -1.0 1.3 -1.3
I 0.0 -7.3 -3.1

Properties
⟨S²⟩: 8.928
total charge: -2
E_LUMO (spin up / spin down): 3.7 / 4.2 eV
M: 499.20 g mol⁻¹
multiplicity: 6
F_max: 7.95 eV Å⁻¹
orbital gap (spin up / spin down): 1.39 / 5.60 eV

# 2
# C56H49N4O10P2S4SiTa

A structure of composition C56H49N4O10P2S4SiTa at a distorted geometry (ωB97M-V with the def2-TZVPD basis set, the OMol25 dataset).

CARTESIAN COORDINATES (ANGSTROEM)
Ta: 0.579395 -0.090927 -0.284862
C: -2.903175 -2.847807 -2.305817
Si: -1.984721 -0.798295 -0.672829
C: -2.730864 -1.698105 0.788262
C: -4.116345 -1.738350 0.978527
C: -4.676212 -2.599372 1.906762
C: -3.862157 -3.453099 2.643419
C: -2.488947 -3.420705 2.475582
C: -1.922003 -2.515853 1.576527
P: -0.120650 -2.460231 1.340795
C: 0.165751 -4.215463 0.898154
C: 1.177311 -4.984841 1.474144
C: 1.347509 -6.310636 1.098495
C: 0.510768 -6.881630 0.151437
C: -0.517209 -6.129862 -0.404791
C: -0.694382 -4.808279 -0.028040
C: 0.683214 -2.376304 2.978176
C: 2.075922 -2.315884 3.015697
C: 2.749896 -2.268955 4.227358
C: 2.035802 -2.274802 5.417115
C: 0.649871 -2.318947 5.388595
C: -0.025338 -2.364125 4.177768
C: -3.009875 0.672367 -1.185617
C: -4.189150 0.512157 -1.921313
C: -4.920795 1.617134 -2.318510
C: -4.490120 2.897324 -1.981689
C: -3.331787 3.075168 -1.247933
C: -2.580396 1.960352 -0.871463
P: -1.207206 2.061687 0.315989
C: -2.167368 2.339457 1.845804
C: -2.867403 1.286428 2.429905
C: -3.777113 1.523726 3.445467
C: -4.001629 2.818203 3.894153
C: -3.323801 3.874766 3.307610
C: -2.419868 3.642367 2.280195
C: -0.384234 3.644914 -0.025618
C: -0.306185 4.108349 -1.339112
C: 0.355267 5.294058 -1.627133
C: 0.957490 6.017687 -0.611807
C: 0.897934 5.555242 0.695766
C: 0.239559 4.374467 0.986932
H: -3.584726 -3.110322 -1.489861
H: -2.371358 -3.748840 -2.621869
H: -3.478094 -2.469433 -3.148898
H: -4.763965 -1.090313 0.395202
H: -5.750103 -2.625757 2.043161
H: -4.301982 -4.146952 3.348481
H: -1.865141 -4.106501 3.035165
H: 1.829814 -4.568632 2.227432
H: 2.131154 -6.899836 1.557890
H: 0.644207 -7.916187 -0.137650
H: -1.190260 -6.578835 -1.124344
H: -1.502407 -4.236396 -0.465171
H: 2.649511 -2.280413 2.098789
H: 3.832250 -2.227954 4.239258
H: 2.558631 -2.240977 6.364803
H: 0.086801 -2.313085 6.313642
H: -1.104330 -2.350879 4.179350
H: -4.531530 -0.478264 -2.202283
H: -5.832832 1.488498 -2.887828
H: -5.070285 3.759347 -2.286806
H: -3.023588 4.073757 -0.966879
H: -2.704295 0.272268 2.105531
H: -4.311708 0.691984 3.888064
H: -4.711249 3.002632 4.690838
H: -3.505813 4.890340 3.635546
H: -1.939393 4.490338 1.814171
H: -0.792398 3.567591 -2.140042
H: 0.396750 5.653376 -2.647600
H: 1.474667 6.941519 -0.837630
H: 1.366441 6.119649 1.492109
H: 0.209528 4.023301 2.012355
C: 2.458261 -2.034445 -4.312514
C: 1.036777 -2.355294 -3.884839
S: 0.704654 -2.540558 -2.104440
C: 2.024668 -3.665463 -1.652356
C: 3.319074 -3.045430 -1.148222
S: 3.177264 -1.402692 -0.369399
C: 4.524195 -0.591246 -1.301226
C: 4.542349 -0.742234 -2.823278
S: 2.991801 -0.425984 -3.696570
H: 2.487723 -2.024540 -5.403108
H: 3.147695 -2.815018 -3.990749
H: 0.738021 -3.307691 -4.328561
H: 0.327097 -1.609180 -4.246075
H: 2.220030 -4.322726 -2.501555
H: 1.600634 -4.298734 -0.881532
H: 4.029701 -2.924972 -1.958712
H: 3.780362 -3.713433 -0.420937
H: 5.445188 -1.009950 -0.889834
H: 4.494628 0.447012 -1.011151
H: 4.916432 -1.713904 -3.142679
H: 5.273948 -0.021948 -3.191889
O: -0.391293 0.117917 2.898190
C: 0.705720 0.580050 2.726632
N: 1.472254 0.269297 1.594707
S: 2.623467 1.450673 1.380311
O: 3.953258 0.980917 1.171057
O: 1.990294 2.223972 0.322482
C: 2.476036 2.146539 2.972971
C: 3.272899 3.099079 3.575980
C: 2.918632 3.468737 4.868796
C: 1.819877 2.897149 5.510029
C: 1.040349 1.933310 4.883208
C: 1.396576 1.557800 3.599157
H: 4.127960 3.533521 3.074971
H: 3.509613 4.211174 5.388543
H: 1.577271 3.208927 6.517574
H: 0.190548 1.477049 5.373022
O: 1.183496 4.343471 -7.060875
N: 0.295792 3.543288 -6.840398
O: -0.636323 3.275930 -7.572091
C: 0.372191 2.795948 -5.564163
C: 1.359659 3.128291 -4.661959
C: 1.441722 2.443979 -3.464575
C: 0.524350 1.421164 -3.139990
O: 0.479629 0.774431 -1.960630
C: -0.469228 1.147403 -4.091312
C: -0.550038 1.811926 -5.305217
N: -1.496423 0.204840 -3.689125
O: -1.940597 -1.876945 -1.911908
O: -2.132909 -0.243513 -4.578952
N: 2.590133 2.815852 -2.623426
O: 2.901595 3.980265 -2.586334
O: 3.171117 1.918526 -2.048399
H: 2.069482 3.911278 -4.889214
H: -1.338659 1.577786 -6.006464

Atoms 1-2, force components in eV/Å:
Ta -0.1 -0.7 -0.6
C 0.1 0.0 0.1

Properties
total charge: +2
E_LUMO: -6.3 eV
M: 1337.28 g mol⁻¹
F_max: 1.31 eV Å⁻¹
orbital gap: 7.03 eV

# 3
# C16H23BN6OSTeTi

A structure of composition C16H23BN6OSTeTi (ωB97M-V with the def2-TZVPD basis set, the OMol25 dataset).

CARTESIAN COORDINATES (ANGSTROEM)
Ti: -0.166895 0.701416 0.549729
B: 0.083680 -2.195846 -0.171596
N: 1.316895 -1.772683 0.683958
C: 2.328807 -2.490590 1.170900
C: 3.300081 -1.623846 1.660621
C: 2.788883 -0.354586 1.422978
N: 1.594886 -0.456236 0.826420
N: -1.272537 -1.816256 0.511716
C: -2.163370 -2.588830 1.133409
C: -3.329573 -1.859458 1.339495
C: -3.058629 -0.610291 0.800261
N: -1.821764 -0.591565 0.284899
H: 0.118425 -3.380519 -0.320643
H: 0.129730 -1.542886 -1.191577
H: 2.303011 -3.566707 1.113778
H: 4.248701 -1.877511 2.100893
H: 3.218460 0.612138 1.632191
H: -1.927614 -3.616837 1.356266
H: -4.246390 -2.199375 1.789204
H: -3.687871 0.262421 0.735328
C: 0.956653 -0.066210 4.414142
N: 0.109231 1.106334 4.595627
C: 0.149406 1.747279 5.908212
C: -1.156094 2.462818 6.170158
C: -1.418178 3.430369 5.038279
N: -1.285023 2.762365 3.742790
C: -2.031959 3.367089 2.651405
C: -0.563208 1.648921 3.575613
O: -0.522835 1.061522 2.436389
H: 0.691327 -0.822255 5.152726
H: 2.005219 0.205757 4.549183
H: 0.824696 -0.478333 3.422092
H: 0.994598 2.440740 5.954363
H: 0.322169 0.967672 6.647863
H: -1.113346 2.999427 7.116155
H: -1.966048 1.733630 6.234103
H: -0.727672 4.277807 5.075043
H: -2.430376 3.829326 5.099595
H: -3.100729 3.178221 2.771306
H: -1.700981 2.990339 1.694433
H: -1.853229 4.439306 2.658773
Te: 0.058005 2.302157 -1.552359
C: 0.419877 3.773281 -0.085548
C: -0.116587 5.019618 0.061054
C: 0.391678 5.712074 1.195629
C: 1.283044 4.976879 1.915396
S: 1.573093 3.463989 1.161834
H: -0.842592 5.435045 -0.625360
H: 0.108615 6.722240 1.460954
H: 1.822832 5.279740 2.800317

Atoms 1-2, force components in eV/Å:
Ti 0.0 -0.2 0.3
B 0.0 -0.1 -0.2

Properties
⟨S²⟩: 0.758
total charge: +1
E_LUMO (spin up / spin down): -3.4 / -2.9 eV
M: 533.75 g mol⁻¹
multiplicity: 2
F_max: 0.84 eV Å⁻¹
orbital gap (spin up / spin down): 7.30 / 7.78 eV

# 4
# C5H11NO

A cluster of 2 separate species, C5H11NO in total (ωB97M-V with the def2-TZVPD basis set, the OMol25 dataset).

CARTESIAN COORDINATES (ANGSTROEM)
C: 1.093226 0.167369 1.985514
N: 0.376448 0.052849 0.737455
C: 1.004409 0.015377 -0.363907
C: 2.491618 0.058774 -0.612967
O: 0.314645 -0.065807 -1.519405
H: 0.750700 -0.615108 2.672397
H: 2.187382 0.093723 1.906026
H: 0.854840 1.129790 2.454580
H: 2.690209 -0.099662 -1.673786
H: 3.009506 -0.712322 -0.035173
H: 2.901232 1.030115 -0.317622
H: -0.632349 -0.062443 -1.278667
C: -3.070462 0.073741 -1.237603
C: -2.620470 -0.404827 -0.080405
H: -3.284887 1.131692 -1.369842
H: -3.243903 -0.569874 -2.096878
H: -2.396846 -1.460390 0.057433
H: -2.425300 0.237005 0.772857

Atoms 1-2, force components in eV/Å:
C 0.1 0.0 0.2
N 0.2 0.0 -0.4

Properties
E_LUMO: 1.0 eV
M: 101.15 g mol⁻¹
F_max: 0.50 eV Å⁻¹
orbital gap: 10.48 eV
SMILES string: C/N=C(\C)O.C=C